Density functional theory data (ωB97M-V with the def2-TZVPD basis set) for a single C4H6N2OS molecule at a distorted geometry.

Geometry as XYZ:
```
14
C4H6N2OS, DFT ωB97M-V with the def2-TZVPD basis set
N -0.9730 -1.1265 0.9385
C -1.5600 -0.1705 0.1101
S -3.0211 -0.4674 -0.7192
N -0.8601 0.8818 -0.3387
C 0.4026 1.3418 0.0846
C 1.4587 0.5854 -0.0869
C 1.6312 -0.7379 -0.6385
O 2.7986 -1.2019 -0.6673
H -1.7087 -1.7765 1.4768
H -0.1306 -0.8403 1.4225
H -1.5873 1.3601 -0.9967
H 0.4152 2.2921 0.5226
H 2.4846 1.1234 -0.1254
H 0.6498 -1.2637 -0.9823
```

Summary:
SMILES = NC(=S)N/C=C\C=O
Total energy = -738.89184 a.u.
ΔE to the lowest compared entry with this formula, charge and spin = 70.81 kcal/mol
Charge = 0